ORCA calculation (the ωB97M-V functional and the def2-TZVPD basis) on a structure of composition C29H35F3N4O2P2Sn in a non-equilibrium geometry.

The value obtained for the HOMO energy is -12.75 eV. As for the total energy: -73236.8805 eV. Its frontier orbital gap is 3.064 eV. As for the total charge: +2.

Element x y z (Å)
Sn -0.375 -2.055 0.388
C -0.383 3.860 5.006
C -1.196 3.412 4.040
C -0.811 3.116 2.613
C 0.293 2.042 2.474
C 1.687 2.576 2.301
C 2.152 3.786 2.630
C 1.497 4.837 3.472
C 1.031 4.331 4.878
C 1.136 -3.191 1.458
H -0.765 3.923 6.031
H -2.250 3.192 4.269
H -0.503 4.022 2.073
H -1.713 2.754 2.092
H 0.222 1.326 3.312
H 0.067 1.438 1.577
H 2.382 1.861 1.838
H 3.150 4.079 2.266
H 0.627 5.262 2.954
H 2.223 5.665 3.609
H 1.721 3.553 5.246
H 1.140 5.182 5.574
H 0.601 -3.767 2.223
H 1.845 -2.495 1.923
H 1.653 -3.851 0.760
P 1.402 -1.446 -1.499
P -2.064 -1.333 -1.306
N 2.707 -0.292 -1.559
N 2.270 -2.784 -2.363
N -2.124 0.422 -1.490
N -3.731 -1.573 -1.850
C 0.316 -0.936 -2.860
C -1.059 -1.661 -2.825
C 3.737 -0.243 -0.603
C 4.686 0.674 -1.025
C 4.244 1.209 -2.282
C 3.033 0.601 -2.588
C 2.450 -4.087 -1.885
C 3.057 -4.847 -2.877
C 3.248 -3.997 -4.015
C 2.763 -2.741 -3.673
C -1.909 1.349 -0.470
C -1.705 2.603 -1.037
C -1.800 2.450 -2.458
C -2.066 1.114 -2.708
C -4.470 -0.845 -2.801
C -5.513 -1.631 -3.268
C -5.453 -2.881 -2.556
C -4.371 -2.813 -1.692
H 0.803 -1.148 -3.825
H 0.207 0.157 -2.784
H -1.650 -1.388 -3.714
H -0.910 -2.753 -2.851
H 3.677 -0.865 0.279
H 5.597 0.937 -0.505
H 4.752 1.947 -2.890
H 2.363 0.731 -3.431
H 2.120 -4.352 -0.895
H 3.334 -5.890 -2.801
H 3.688 -4.275 -4.963
H 2.699 -1.832 -4.252
H -1.947 1.026 0.564
H -1.515 3.523 -0.505
H -1.699 3.222 -3.206
H -2.219 0.609 -3.651
H -4.217 0.173 -3.053
H -6.223 -1.353 -4.033
H -6.124 -3.714 -2.688
H -3.987 -3.512 -0.965
F -1.434 -0.491 4.943
C -1.748 -1.723 4.471
F -0.865 -2.602 5.027
F -2.980 -2.037 4.931
C -1.665 -1.826 2.875
O -0.930 -0.932 2.287
O -2.203 -2.798 2.322